Entry 1:
The following is a DFT calculation (ωB97M-V/def2-TZVPD) of 5 unconnected molecules or ions with the total composition C16H43ClN3O10.

Summary:
highest occupied orbital energy	-0.2070	hartree
gap between HOMO and LUMO	8.19	eV

Geometry as ORCA input:
```
! wB97M-V def2-TZVPD RIJCOSX def2/J DEFGRID3
* xyz -1 1
Cl 8.3213 26.1262 -17.2067
O 7.8804 27.4607 -17.5605
O 7.2934 25.2115 -17.6649
O 9.5527 25.7197 -17.8314
O 8.4139 25.9970 -15.7824
C 10.9472 20.1477 -17.6054
O 10.1213 20.9896 -18.3986
C 9.8973 22.2502 -17.7202
C 8.6102 22.1370 -16.9302
N 7.3992 22.3589 -17.7009
C 6.1988 22.0995 -16.8975
C 4.9008 22.3253 -17.6176
O 4.7376 21.3158 -18.6324
C 3.5274 21.4015 -19.3141
H 10.7475 19.1113 -17.8888
H 10.6395 20.1673 -16.5536
H 11.9970 20.4241 -17.7177
H 9.7554 22.9641 -18.5359
H 10.7484 22.6021 -17.1352
H 8.5505 22.8340 -16.0717
H 8.6398 21.1538 -16.4479
H 7.3916 23.3664 -17.8801
H 6.2611 22.8200 -16.0682
H 6.2146 21.0774 -16.5203
H 4.7012 23.3495 -17.9443
H 4.0664 22.0097 -16.9691
H 3.4105 22.4412 -19.6640
H 2.6269 21.2691 -18.6947
H 3.4745 20.7691 -20.1952
C 8.8240 30.2205 -15.2090
C 9.4650 30.8707 -16.4249
O 8.3793 31.3021 -17.2751
O 7.8733 31.0036 -14.5513
H 9.5982 29.8894 -14.4948
H 8.4900 29.2347 -15.5652
H 10.0602 30.1526 -16.9980
H 10.0791 31.7677 -16.2900
H 7.5718 30.9653 -16.8787
H 7.5851 30.6123 -13.7278
C 13.2437 25.8399 -12.8971
C 12.7009 27.1150 -13.5509
C 12.0894 26.9112 -14.9361
O 13.1018 26.5773 -15.8514
C 12.7811 26.6772 -17.2133
N 11.6796 27.6699 -12.6292
H 12.5175 25.0393 -12.7681
H 13.6011 26.0926 -11.8933
H 14.1086 25.4749 -13.4541
H 13.5524 27.7885 -13.7050
H 11.6872 27.9052 -15.1917
H 11.2388 26.2263 -14.9798
H 12.6901 25.7294 -17.7393
H 13.5499 27.2818 -17.7081
H 11.8913 27.2904 -17.3875
H 11.3802 28.5454 -13.0597
H 12.2244 27.9278 -11.8104
C 9.6428 27.0103 -22.4852
C 8.5430 27.5460 -21.5628
C 7.7024 28.6596 -22.2014
O 6.6613 29.2775 -21.4681
C 6.9844 29.6513 -20.1495
N 7.6427 26.4475 -21.1795
H 10.2007 27.7821 -23.0144
H 9.3207 26.1995 -23.1375
H 10.3582 26.5348 -21.8059
H 8.9915 27.8862 -20.6187
H 7.1656 28.2172 -23.0411
H 8.4222 29.3775 -22.6193
H 7.7008 30.4810 -20.1664
H 7.4404 28.8650 -19.5367
H 6.0708 29.8666 -19.5947
H 7.0768 26.7780 -20.4004
H 8.2401 25.7416 -20.7478
*
```

Atomic partial charges in e from the Mulliken method, atoms 1 to 2: 1.530, -0.598

=====

Entry 2:
The following is a DFT calculation (ωB97M-V/def2-TZVPD) of a molecular structure, C19H34N2O3P2W.

Summary:
⟨S²⟩	2.02
highest occupied orbital energy (spin up / spin down)	-0.1803 / -0.2299	hartree
energy relative to the best compared isomer or geometry (same formula, charge and spin)	42.4	kcal per mole
gap between HOMO and LUMO (spin up / spin down)	5.39 / 6.64	eV

Geometry as ORCA input:
```
! wB97M-V def2-TZVPD RIJCOSX def2/J DEFGRID3
* xyz 0 3
W 0.0799 -0.0639 0.1382
P 2.5216 -0.7289 -0.2321
P -2.5788 -0.2535 0.1897
N 0.0923 0.4961 -1.5108
H 1.4396 -0.0129 1.1035
C 3.0536 -2.1893 -1.1409
H 4.1549 -2.1565 -1.1328
H 2.7038 -2.0863 -2.1795
H 2.6841 -3.1203 -0.6894
C 3.4738 -0.6544 1.3104
H 4.5031 -0.8849 1.0272
H 3.0741 -1.4091 2.0017
H 3.3902 0.3401 1.7621
C 3.1678 0.6309 -1.2494
H 4.2592 0.5515 -1.2284
H 2.8366 1.5971 -0.8536
H 2.8017 0.4854 -2.2723
C -3.4157 -1.5688 -0.7409
H -4.4956 -1.3720 -0.8010
H -3.2633 -2.5325 -0.2436
H -3.0061 -1.6555 -1.7563
C -3.4868 -0.3057 1.7510
H -4.5719 -0.3648 1.5731
H -3.2596 0.5818 2.3514
H -3.1802 -1.1843 2.3254
C -3.2013 1.2775 -0.5929
H -4.2972 1.3610 -0.4920
H -2.9281 1.2996 -1.6560
H -2.7385 2.1469 -0.1093
C -0.0187 1.2295 -2.6435
C -0.0508 1.3365 -5.0138
C -0.0329 0.5559 -3.8745
C -0.1426 2.6170 -2.4936
C -0.1792 3.3899 -3.6369
C -0.1256 2.7429 -4.8964
H -0.0196 0.8435 -5.9895
H -0.0695 -0.5428 -3.8005
H -0.1956 2.9914 -1.4542
H -0.2582 4.4722 -3.5270
H -0.1521 3.3562 -5.7858
C -0.7030 -3.6537 1.2385
O -1.1734 -2.9762 0.2811
C 0.4604 -4.5660 0.9785
H 1.1277 -4.6581 1.8746
H 1.1050 -4.2661 0.1230
H -0.1054 -5.4623 0.7834
C -0.9810 -3.2420 2.6914
H -2.0006 -3.5481 2.7909
H -0.8484 -2.1634 2.9736
H -0.3347 -3.8257 3.3509
O 1.3784 2.8358 0.2114
C 0.9186 2.5568 1.3659
C 0.8109 3.3835 2.5760
C 0.1732 2.4886 3.6289
C -0.1605 1.1946 2.9623
O -0.7854 0.1915 3.3210
N 0.3536 1.3331 1.6582
H 1.8155 3.6926 2.8616
H 0.2303 4.2658 2.3078
H 0.8802 2.2894 4.4315
H -0.7299 2.9134 4.0529
*
```

Atomic partial charges in e from the Mulliken method, atoms 1 to 2: -0.238, 1.188

=====

Entry 3:
The following is a DFT calculation (ωB97M-V/def2-TZVPD) of 2 unconnected molecules or ions with the total composition C3H13N2O.

Summary:
⟨S²⟩	0.75
highest occupied orbital energy (spin up / spin down)	-0.6980 / -0.6980	hartree
energy relative to the best compared isomer or geometry (same formula, charge and spin)	37.4	kcal per mole
gap between HOMO and LUMO (spin up / spin down)	11.58 / 5.51	eV

Geometry as ORCA input:
```
! wB97M-V def2-TZVPD RIJCOSX def2/J DEFGRID3
* xyz 2 2
C 0.2032 -0.6068 -0.9150
C 1.0337 -1.0228 0.3762
C 1.3233 0.1979 1.4507
N 1.8463 1.3127 0.7774
N -0.5960 0.7201 -0.8829
H 0.7616 -0.5200 -1.8595
H -0.6042 -1.3150 -1.1332
H 1.9707 -1.3548 -0.0960
H 0.3024 -1.5683 0.9602
H 2.0381 -0.2723 2.1413
H 0.3685 0.3817 1.9268
H 2.7274 1.0355 0.3193
H 0.0013 1.3659 -0.3708
H 2.0143 2.1786 1.3019
H -1.0125 0.9602 -1.7894
H -1.4883 0.4871 -0.3760
H -3.9237 -0.3158 0.0508
H -3.6560 -1.1936 -1.2093
O -3.3098 -0.4705 -0.6725
*
```

Atomic partial charges in e from the Mulliken method, atoms 1 to 2: -0.537, -0.525

=====

Number 1: largest force on an atom 0.0560 Eh/bohr. Number 2: largest force on an atom 0.1052 Eh/bohr. Number 3: largest force on an atom 0.0654 Eh/bohr.